C4H7NO | ωB97M-V/def2-TZVPD

SMILES: C=C=NCOC
Multiplicity: 1
Orbital gap: 10.028 eV
Energy above the lowest of the compared OMol25 structures with the same formula, charge and spin: 65.0 kcal per mole

Geometry as XYZ:
```
13
C4H7NO (ωB97M-V/def2-TZVPD)
C 2.12338 1.25901 0.85426
C 1.79399 0.51658 -0.16430
N 1.40444 -0.18292 -1.09484
C 0.02926 -0.62465 -0.96827
O -0.50886 -0.25368 0.26882
C -1.89972 -0.44146 0.32498
H 2.49532 0.79365 1.75726
H 1.88937 2.31483 0.83249
H -0.53903 -0.17777 -1.79659
H 0.00808 -1.71861 -1.07000
H -2.43515 0.42962 -0.09078
H -2.19543 -1.34384 -0.23253
H -2.16565 -0.57077 1.37950
```

Here are the Mulliken charges for atoms 1 to 8, given in e: number 1, C, carries -0.83; number 2, C, carries 0.64; number 3, N, carries -0.56; number 4, C, carries -0.29; number 5, O, carries -0.27; number 6, C, carries -0.70; number 7, H, carries 0.25; number 8, H, carries 0.24

C44H32N3O6PS | ωB97M-V/def2-TZVPD

SMILES: CCP(C)N1C(=O)c2c(-c3ccncc3)cc(S)c(N)c2C1=O.O=C1c2ccccc2C(=O)c2ccccc21.O=C1c2ccccc2C(=O)c2ccccc21
Multiplicity: 1
Orbital gap: 7.478 eV

Geometry as XYZ:
```
87
C44H32N3O6PS (ωB97M-V/def2-TZVPD)
C 7.70590 1.94792 -0.57096
C 6.42619 1.64923 -1.38561
P 6.78632 1.80411 -3.20636
C 6.91479 3.62750 -3.44328
N 5.37577 1.22852 -4.12151
C 4.23124 1.62364 -3.37870
O 3.86000 2.74297 -3.11688
C 3.50608 0.33547 -2.99348
C 2.42142 0.14131 -2.19126
C 1.80907 1.32089 -1.51238
C 2.21310 1.61790 -0.21765
C 1.65738 2.71466 0.38734
N 0.75254 3.51946 -0.14832
C 0.41386 3.21415 -1.39196
C 0.88634 2.14790 -2.11625
C 1.96682 -1.15294 -2.02660
C 2.61888 -2.18451 -2.66291
S 2.03179 -3.84742 -2.41693
C 3.72668 -1.97339 -3.46196
N 4.37814 -3.07822 -4.07039
C 4.17807 -0.68584 -3.63964
C 5.34865 -0.16009 -4.42939
O 6.06824 -0.77185 -5.18019
H 8.59380 1.82793 -1.20429
H 7.78093 1.24570 0.25941
H 7.71457 2.97779 -0.21353
H 5.94631 0.70182 -1.12987
H 5.69815 2.44024 -1.15075
H 7.89092 3.98740 -3.11396
H 6.72243 3.85820 -4.49253
H 6.16682 4.16810 -2.84864
H 2.94563 0.96343 0.23876
H 1.96712 2.93309 1.41014
H -0.32112 3.85916 -1.87196
H 0.57677 1.94797 -3.13423
H 1.10541 -1.34709 -1.39944
H 1.63361 -3.85105 -1.12543
H 4.58824 -3.73411 -3.31630
H 5.29750 -2.75173 -4.36476
O -6.61862 3.93010 2.98264
C -5.80717 4.02142 2.08439
C -4.36010 3.78297 2.33593
C -3.93899 3.43062 3.61199
C -2.59966 3.16894 3.85014
C -1.67494 3.25698 2.81398
C -2.08620 3.62406 1.54420
C -3.42730 3.89358 1.30140
C -3.85137 4.30345 -0.06447
O -3.03539 4.45121 -0.95190
C -5.30174 4.52204 -0.32159
C -5.72191 4.87062 -1.59926
C -7.07041 5.04576 -1.86005
C -8.00616 4.87282 -0.84497
C -7.59140 4.53872 0.43313
C -6.23905 4.36694 0.70173
H -4.65861 3.35723 4.41608
H -2.27412 2.89044 4.84433
H -0.63035 3.04065 2.99890
H -1.36319 3.69638 0.74335
H -4.99456 5.00057 -2.38910
H -7.39606 5.31376 -2.85689
H -9.06054 5.00131 -1.05303
H -8.31885 4.40757 1.22273
O -4.06157 -6.63564 3.53001
C -3.04143 -6.16153 3.07613
C -2.95036 -5.78231 1.63948
C -4.05503 -5.95420 0.81449
C -3.99189 -5.56898 -0.51508
C -2.82488 -5.00901 -1.02634
C -1.71807 -4.85215 -0.20997
C -1.77348 -5.24186 1.11969
C -0.56571 -5.07970 1.97210
O 0.47369 -4.65804 1.50179
C -0.66109 -5.43872 3.41206
C 0.44536 -5.26141 4.23359
C 0.35983 -5.56177 5.58249
C -0.83216 -6.04035 6.11708
C -1.93374 -6.23167 5.29991
C -1.85247 -5.93718 3.94493
H -4.96360 -6.38469 1.21308
H -4.85464 -5.69992 -1.15519
H -2.78021 -4.69784 -2.06197
H -0.80973 -4.42195 -0.60881
H 1.37051 -4.88510 3.81863
H 1.22150 -5.41966 6.22178
H -0.89946 -6.26588 7.17345
H -2.85904 -6.60686 5.71565
```

Here are the Mulliken charges for atoms 1 to 8, given in e: number 1, C, carries -1.18; number 2, C, carries -0.29; number 3, P, carries -0.18; number 4, C, carries -1.01; number 5, N, carries 0.17; number 6, C, carries -0.17; number 7, O, carries -0.51; number 8, C, carries 0.75

C4H7N2S | ωB97M-V/def2-TZVPD

Net charge: +1
Multiplicity: 1
Orbital gap (alpha / beta): 8.273 / 5.664 eV
Energy above the lowest of the compared OMol25 structures with the same formula, charge and spin: 93.6 kcal per mole

Geometry as XYZ:
```
14
C4H7N2S (ωB97M-V/def2-TZVPD)
C 0.97633 -0.27123 0.60640
C -2.15734 0.29324 0.39902
C -1.18155 0.68857 1.34568
C 0.97917 -0.57848 -1.76326
N 0.12000 0.77193 0.64795
N 1.40507 -0.81335 -0.54126
S -2.80367 0.03946 -0.97236
H 1.28316 -0.71812 1.53607
H -1.43055 1.67627 1.75389
H -1.09531 -0.00672 2.18589
H 1.51357 -0.99732 -2.59161
H 0.12886 0.04772 -1.95234
H 0.06947 1.32230 -0.20296
H 2.19280 -1.45427 -0.45111
```

Here are the Mulliken charges for atoms 1 to 8, given in e: number 1, C, carries -0.08; number 2, C, carries 0.03; number 3, C, carries -0.18; number 4, C, carries -0.40; number 5, N, carries -0.27; number 6, N, carries -0.03; number 7, S, carries -0.21; number 8, H, carries 0.42

Energy for every record listed, in sequence, given in eV: -7796.824, -83028.355, -18066.331.